1.
This record from the OMol25 dataset describes 9 unconnected molecules or ions with the total composition C9H36N18O9 in a non-equilibrium geometry. The level of theory is ωB97M-V/def2-TZVPD.

```
! RIJCOSX wB97M-V def2-TZVPD def2/J DEFGRID3
* xyz 0 1
O -1.9522 -3.0896 -8.4865
O -0.9067 -1.7829 -1.5298
O 2.7060 4.2475 -2.7421
O -4.8865 3.6869 -5.8820
O -9.5442 -0.5188 1.1879
O 1.2046 5.7493 4.4200
O 1.5889 -6.5213 4.3033
O 9.1639 2.6871 2.1541
O 3.7085 0.0061 5.9463
N -0.8178 -2.6128 0.4049
N 1.2612 -6.8600 6.4442
N -4.1425 1.6433 -6.7128
N 1.9550 4.1643 2.9258
N 0.9608 3.8583 -4.1176
N 2.2019 5.4650 -4.4535
N -4.3935 2.0123 -4.5488
N 5.0091 1.2159 7.2035
N -0.3709 -7.4216 5.1834
N 7.3637 4.0936 1.7659
N 5.7402 -0.7448 6.4972
N 7.3052 1.9333 1.2606
N 1.0179 -1.8039 -0.3001
N -9.4663 -2.5279 2.2060
N -3.7933 -3.9325 -7.5082
N -7.6750 -1.5920 1.3030
N 1.4741 5.9139 2.1883
N -3.8490 -3.7751 -9.6060
C -3.1191 -3.5913 -8.5317
C -8.9381 -1.4810 1.6074
C 2.0175 4.4661 -3.7475
C 1.5430 5.3247 3.2747
C -0.2643 -1.9937 -0.5654
C -4.5027 2.5236 -5.7784
C 7.9750 2.9516 1.8191
C 4.7287 0.0818 6.6323
C 0.9164 -6.9697 5.2465
H 5.7230 1.1918 7.9176
H -3.6718 0.8515 -6.2986
H 7.7872 4.9715 2.0304
H 0.7133 -7.2118 7.2163
H 0.7526 3.8942 -5.1052
H -4.7603 -4.1836 -7.6563
H 1.7511 5.3428 1.4026
H -4.1835 1.0437 -4.3544
H 1.5539 5.6735 -5.1996
H 6.4266 2.1290 0.8025
H -7.1309 -0.8099 0.9676
H -1.7827 -2.9050 0.3448
H 2.1719 3.3965 3.5450
H -3.3438 -3.6450 -6.6506
H 6.6675 -0.6186 6.8769
H -0.1542 -3.0505 1.0280
H -4.3593 1.6142 -7.6989
H 5.5337 -1.4193 5.7743
H 2.0219 3.8169 1.9798
H 1.0954 6.8491 2.2338
H 6.3606 4.0273 1.6687
H -8.8416 -3.2661 2.4974
H -0.7208 -7.4102 4.2361
H 1.3218 -1.9592 0.6506
H 0.3946 3.2358 -3.5591
H 3.0243 5.9469 -4.1194
H -4.8289 -4.0057 -9.5238
H 1.5637 -1.3603 -1.0250
H -7.3475 -2.5295 1.4870
H -0.8755 -7.7454 5.9962
H -10.4666 -2.4702 2.3331
H -3.4426 -3.5066 -10.4908
H 2.1554 -6.4021 6.5479
H 7.7295 1.0170 1.2365
H -4.4910 2.6461 -3.7684
H 4.4330 2.0454 7.2130
*
```

**Max |F|**: 0.1818 Eh/bohr
**HOMO-LUMO gap**: 9.41 eV
**Lowest unoccupied orbital energy**: 0.008 eV
**SMILES**: NC(N)=O.NC(N)=O.NC(N)=O.NC(N)=O.NC(N)=O.NC(N)=O.NC(N)=O.NC(N)=O.NC(N)=O

Mulliken atomic charge list, values in e, 6 entries: O -0.69; O -0.63; O -0.70; O -0.64; O -0.65; O -0.70

2.
This record from the OMol25 dataset describes a molecular structure, C9H36N19NiO12 in a non-equilibrium geometry. The level of theory is ωB97M-V/def2-TZVPD.

```
! RIJCOSX wB97M-V def2-TZVPD def2/J DEFGRID3
* xyz 1 3
Ni -2.4391 -1.9482 2.2406
O -3.5445 -4.2397 -5.9378
O -5.1351 -1.0263 0.0811
O -2.3165 6.6860 -4.0049
O -3.1580 0.4446 4.9545
O -0.2173 0.0692 0.8709
O 5.3783 -1.5443 3.1845
O 0.3457 1.3195 -0.8230
O 3.7314 -2.8449 -3.6012
O -1.4430 5.1042 2.9655
O -0.0677 -3.5248 4.6106
O -0.5346 -0.6428 -1.0501
O 6.7393 3.2297 -3.9814
N -2.1506 5.4742 -2.1468
N 0.2414 -4.4780 6.5847
N 4.2324 0.0011 2.1239
N -4.2590 1.8783 6.1305
N -2.3490 1.3062 6.8384
N 2.4432 -4.2850 -2.4199
N 3.8736 -4.9551 -3.8765
N -2.4674 -2.2765 -5.8623
N 4.9387 1.9402 -3.5418
N -3.3999 -2.9122 -7.6985
N 1.5846 -5.0487 4.9724
N 5.7146 -1.1572 0.9945
N -0.0857 6.7344 3.8956
N 0.6788 4.6255 3.4077
N -0.1414 0.2596 -0.3510
N -1.1668 4.8710 -3.9815
N -7.3569 -1.1055 0.0762
N 6.9181 1.0859 -3.6021
N -6.2501 -1.9206 -1.5985
C 3.4214 -3.9296 -3.2338
C -1.9411 5.7001 -3.4409
C -3.2067 1.2133 5.8591
C 0.5591 -4.2798 5.3788
C -0.3184 5.4583 3.4096
C 5.1978 -0.8918 2.0967
C -6.1850 -1.2926 -0.4795
C -3.1199 -3.2167 -6.4866
C 6.2178 2.1648 -3.6967
H -5.4759 -2.2276 -2.1700
H -2.6885 -1.3965 -6.3061
H 1.7707 -3.5948 -2.1174
H -0.5044 -3.9945 7.0645
H 2.2530 -5.2206 -2.0902
H -1.6060 0.6537 7.0443
H 3.6072 -5.8927 -3.6118
H -3.1810 -2.0474 -8.1721
H -2.6386 6.1974 -1.6381
H 4.6186 -4.8618 -4.5521
H 3.7055 0.2619 1.3026
H -1.7443 4.7124 -1.6227
H 7.8774 1.1969 -3.8978
H -8.1199 -1.0836 -0.5852
H -4.2878 2.2834 7.0552
H -2.4680 2.1033 7.4472
H -7.1017 -2.0417 -2.1278
H 1.9093 -5.7451 5.6280
H 6.4815 0.1788 -3.6845
H 5.2004 -0.9629 0.1471
H 0.8237 -5.1909 7.0003
H -4.9546 2.0652 5.4224
H 4.5481 1.0244 -3.7112
H -0.8259 7.4191 3.9532
H 4.3605 2.7628 -3.4458
H 0.7435 6.9590 4.4269
H -7.3999 -0.4770 0.8656
H 1.6041 4.7419 3.7955
H 0.4135 3.6855 3.1506
H -2.0452 -2.4882 -4.9696
H -1.0750 4.0457 -3.4066
H -4.0535 -3.4750 -8.2240
H 3.7967 0.2879 2.9887
H 2.0032 -4.8563 4.0737
H -0.9230 4.8141 -4.9600
H 6.4138 -1.8825 1.0661
*
```

**Max |F|**: 0.1841 Eh/bohr
**HOMO-LUMO gap (spin up / spin down)**: 5.61 / 3.21 eV
**Lowest unoccupied orbital energy (spin up / spin down)**: -5.304 / -7.713 eV
**⟨S²⟩**: 2.009

Mulliken atomic charge list, values in e, 6 entries: Ni 0.98; O -0.67; O -0.67; O -0.64; O -0.65; O -0.38

3.
This record from the OMol25 dataset describes a molecular structure, C9H36N19O12V in a non-equilibrium geometry. The level of theory is ωB97M-V/def2-TZVPD.

```
! RIJCOSX wB97M-V def2-TZVPD def2/J DEFGRID3
* xyz 1 4
V -0.4345 -0.2617 0.0478
O -0.5539 1.8585 1.2163
O 2.0403 1.6547 -4.3218
O 0.6513 -1.9752 0.9062
O 2.3219 -3.1153 -3.3331
O 0.1711 -0.9235 -2.1197
O -1.6765 -0.4471 1.6724
O -3.9552 1.3876 -0.5504
O -1.9745 0.8648 -1.1953
O 1.1486 -1.1846 5.2206
O 1.6083 0.6767 -0.1945
O -1.9285 -2.1124 -0.7152
O -3.3184 1.8905 -2.4669
N 3.7577 1.1233 0.4033
N 2.3397 2.6576 0.6304
N 1.7674 0.4924 3.8311
N -3.7395 0.2404 2.2271
N -3.6201 -2.1332 -2.1526
N -1.0709 3.6237 2.5694
N 1.4760 3.1887 -2.8542
N -1.7625 3.5999 0.6003
N 1.4697 -2.9005 2.7958
N 0.1407 -1.8954 -4.1075
N 3.0939 -2.4249 -1.3912
N -1.2100 -0.3011 -3.9009
N -0.0230 2.6121 -4.2401
N 0.9742 -4.1085 1.1656
N -2.3698 -0.1293 3.8042
N -3.0808 1.4150 -1.4060
N 0.7256 0.9436 5.5486
N -3.9476 -2.7191 -0.1281
N 4.3127 -2.0818 -3.1403
C 1.2355 -0.0390 4.9200
C -3.0512 -2.3736 -1.0219
C -1.1127 2.9302 1.4814
C -2.5058 -0.2372 2.5464
C -0.2584 -0.9642 -3.2929
C 2.5129 1.3987 0.2526
C 3.1797 -2.5622 -2.6878
C 1.2128 2.3971 -3.8365
C 0.9515 -2.9224 1.5767
H 1.3925 3.0074 0.6084
H -4.8697 -2.9151 -0.4907
H -0.5266 1.8489 -4.6690
H 1.9427 -3.6850 3.2211
H -0.5045 3.3846 3.3707
H -4.4285 0.3870 2.9509
H 4.2377 1.9177 0.8016
H 0.8456 3.9258 -2.5724
H -2.9637 -1.8916 -2.8812
H 2.4272 3.1223 -2.5213
H -3.5878 -2.8745 0.8028
H -3.8832 0.5419 1.2739
H 0.8792 -2.4932 -3.7649
H -1.9740 4.5408 0.9003
H 0.4896 0.7815 6.5172
H 2.2880 -0.1795 3.2856
H 0.0486 -1.8561 -5.1125
H 0.8188 1.8562 5.1259
H -4.6146 -2.1845 -2.3209
H 0.5528 -4.3496 0.2799
H 2.2063 -2.6905 -0.9892
H 4.2250 0.2372 0.2747
H -1.5822 3.2318 -0.3228
H -0.5892 3.2615 -3.7130
H 4.5836 -2.1407 -4.1115
H 1.2694 -4.8516 1.7828
H -1.5964 4.4860 2.5485
H -1.4407 -0.4972 -4.8644
H 1.5597 -1.9853 3.2135
H -1.4775 -0.2366 4.2651
H -1.7957 0.2660 -3.3046
H 3.7550 -1.9028 -0.8339
H 4.9771 -1.7057 -2.4790
H 2.0576 1.4541 3.7264
H -3.1383 -0.2218 4.4530
H 2.9186 3.2673 1.1902
*
```

**Max |F|**: 0.1453 Eh/bohr
**HOMO-LUMO gap (spin up / spin down)**: 6.67 / 8.52 eV
**Lowest unoccupied orbital energy (spin up / spin down)**: -2.542 / -2.543 eV
**⟨S²⟩**: 3.752

Mulliken atomic charge list, values in e, 6 entries: V 1.16; O 0.16; O -0.67; O -0.05; O -0.82; O -0.06

4.
This record from the OMol25 dataset describes 9 unconnected molecules or ions with the total composition C9H36O9. The level of theory is ωB97M-V/def2-TZVPD.

```
! RIJCOSX wB97M-V def2-TZVPD def2/J DEFGRID3
* xyz 0 1
O -0.8059 -1.8558 1.1105
O -1.2521 0.7460 -4.6910
O 0.9211 -3.1428 3.2331
O 0.0849 0.5452 -0.2665
O -3.7822 0.8457 -0.5764
O 1.1421 1.8584 1.7140
O 1.8578 -1.0988 -1.8448
O -1.5267 2.7410 2.2600
O -1.5179 2.8365 -0.5675
C 1.0381 -1.7730 -2.7894
C -4.0181 -0.7643 1.2420
C 2.1315 -2.6074 2.7056
C 2.1681 -1.1450 3.0289
C -1.7076 0.7257 -3.3464
C 1.8852 -2.8229 -3.4817
C 1.9371 2.8572 1.0491
C -3.6995 -0.5358 -0.2126
C 3.1915 2.2830 0.4555
H -3.8601 -1.8066 1.5208
H 2.1749 3.6418 1.7725
H -2.7334 -0.9857 -0.4601
H -0.0916 -2.1462 1.6945
H 0.5056 0.8951 0.5376
H -5.0510 -0.4824 1.4526
H -0.9154 0.9854 -2.6332
H 1.9215 -3.7521 -2.9052
H -4.4676 -1.0099 -0.8280
H 3.6994 3.0625 -0.1193
H -1.6625 3.1734 0.3320
H 1.2595 -0.6560 2.6708
H -1.9025 2.0647 2.8346
H -0.7724 1.5577 -4.8636
H 3.0477 -0.6578 2.6128
H -0.6053 1.2039 -0.4748
H 1.3457 -0.4806 -1.3020
H 1.0249 -4.0974 3.2912
H 2.1814 -2.7619 1.6194
H -3.0580 1.3630 -0.2097
H 3.0166 -3.0952 3.1278
H 2.9178 -2.4946 -3.6040
H -2.0329 -0.2737 -3.0672
H -0.4315 -1.1008 0.6233
H 3.8989 1.8674 1.1731
H 2.1878 -1.0258 4.1156
H 1.4946 -3.0773 -4.4686
H 0.6135 -1.1048 -3.5528
H -2.5341 1.4235 -3.1793
H 2.9458 1.4818 -0.2471
H -3.3658 -0.1628 1.8813
H -1.2576 3.5952 -1.0998
H 0.1807 -2.2528 -2.2980
H 1.3225 3.2746 0.2564
H 1.5369 1.6439 2.5654
H -0.5814 2.4975 2.2090
*
```

**Max |F|**: 0.0146 Eh/bohr
**HOMO-LUMO gap**: 9.52 eV
**Lowest unoccupied orbital energy**: 0.068 eV
**SMILES**: CCO.CCO.CCO.CCO.CO.O.O.O.O

Mulliken atomic charge list, values in e, 6 entries: O -0.63; O -0.57; O -0.54; O -0.40; O -0.51; O -0.65